# 1
Molecular formula: C4H5NO2S
Method: DFT, the ωB97M-V functional and the def2-TZVPD basis

Last column: natural (NBO) charge in e.
CARTESIAN COORDINATES (ANGSTROEM)
1 C -1.44193 0.42030 -0.53501  0.04
2 C -1.41718 0.85220 0.92614  -0.48
3 C -0.14718 0.57448 0.30287  0.10
4 C 1.85669 -0.52449 -0.28131  -0.15
5 H -2.84001 -1.22759 -0.55544  0.47
6 H -1.59582 1.17310 -1.24868  0.20
7 H -1.76328 0.43730 1.83650  0.24
8 H -1.75284 1.93586 1.11178  0.24
9 H 2.42225 -1.35656 -0.84536  0.25
10 N 1.82121 0.68660 -0.64984  -0.13
11 O -1.80147 -0.95768 -0.98324  -0.71
12 O 0.78536 1.45516 -0.11672  -0.33
13 S 0.48798 -1.10519 0.66085  0.25

For the orbital gap, the calculation gives 0.331 Ha. The LUMO energy is 0.51 eV. The HOMO energy comes out at -8.49 eV. The calculation puts the energy relative to the best compared isomer or geometry (same formula, charge and spin) at 135.36 kcal per mole. As for the multiplicity: 1. As for the charge: 0. As for the SMILES: O[C@H]1C[C@]12ON=CS2.


# 2
Molecular formula: C14H26BrCoO8
Method: DFT, the ωB97M-V functional and the def2-TZVPD basis

Last column: Löwdin spin population.
CARTESIAN COORDINATES (ANGSTROEM)
1 Co -0.74481 0.57339 0.41017  3.12
2 Br -1.45986 0.72689 2.85912  0.66
3 O 0.43217 2.42517 0.58800  0.04
4 C 0.38465 3.62859 0.89380  0.01
5 O -0.25700 4.45688 0.08492  0.00
6 C 0.02928 5.80011 0.43188  0.00
7 C 1.21259 5.72975 1.43878  0.00
8 C 1.10111 4.39718 1.97829  0.00
9 H -0.80837 6.34175 0.87125  0.00
10 H 0.34854 6.41503 -0.40958  0.00
11 H 1.11207 6.55139 2.14794  0.00
12 H 2.15594 5.87663 0.91283  0.00
13 H 0.50509 4.47239 2.88779  0.00
14 H 2.06262 3.93629 2.20450  0.00
15 O -1.44454 -1.36996 -0.03130  0.03
16 C -1.68548 -2.47554 -0.35941  0.00
17 O -1.40449 -3.59880 0.45766  0.00
18 C -1.81562 -4.68316 -0.41713  0.00
19 C -1.89815 -4.25749 -1.88364  0.00
20 C -2.36149 -2.85197 -1.74517  0.00
21 H -2.75752 -5.01677 0.01834  0.00
22 H -0.99533 -5.39030 -0.29388  0.00
23 H -2.57049 -4.94521 -2.39659  0.00
24 H -0.91596 -4.22970 -2.35546  0.00
25 H -3.44603 -2.76575 -1.67852  0.00
26 H -2.05887 -2.16902 -2.53897  0.00
27 O 1.09071 -0.61135 0.72774  0.03
28 C 1.98069 -1.46227 0.85340  0.00
29 O 3.02032 -1.38377 1.75105  0.00
30 C 3.93857 -2.44330 1.66881  0.00
31 C 3.12781 -3.56145 1.12911  0.00
32 C 2.05496 -2.92057 0.25617  0.00
33 H 4.12389 -2.57111 2.73532  0.00
34 H 4.83273 -2.12275 1.13420  0.00
35 H 2.72172 -4.28792 1.83297  0.00
36 H 3.78118 -4.22452 0.56205  0.00
37 H 1.11663 -3.46928 0.17516  0.00
38 H 2.41217 -2.85431 -0.77149  0.00
39 C -3.59280 0.97240 -0.42083  0.00
40 O -2.42096 1.77276 -0.15832  0.05
41 H -4.45992 1.49875 -0.02188  0.00
42 H -3.84194 0.95700 -1.48186  0.00
43 H -3.61621 -0.08564 -0.15990  0.00
44 H -2.54437 2.53047 -0.73475  0.00
45 C 0.83296 1.36652 -2.15956  0.00
46 O -0.16908 0.39762 -1.68247  0.04
47 H 1.61219 1.45048 -1.40202  0.00
48 H 1.23151 1.32384 -3.17319  0.00
49 H 0.39709 2.35184 -2.32464  0.00
50 H -0.34990 -0.20119 -2.41070  0.00

For the orbital gap (spin up / spin down), the calculation gives 0.417 / 0.223 Ha. The LUMO energy (spin up / spin down) is -5.10 / -10.02 eV. The HOMO energy (spin up / spin down) comes out at -16.44 / -16.08 eV. As for the multiplicity: 5. As for the charge: +2.


# 3
Molecular formula: C3H5O3
Method: DFT, the ωB97M-V functional and the def2-TZVPD basis

Last column: natural (NBO) charge in e.
CARTESIAN COORDINATES (ANGSTROEM)
1 O 2.04880 2.73577 0.23625  -0.57
2 C 1.06950 2.08364 -0.00855  0.47
3 C 0.96905 0.63857 -0.38244  -0.77
4 H -0.04565 2.66522 0.04223  0.06
5 H 1.72340 0.40778 -1.21129  0.21
6 H 1.02555 -0.17101 0.39527  0.30
7 H -0.03202 0.47148 -0.77625  0.28
8 O -0.84870 -1.34475 -0.01899  -0.83
9 C -1.70231 -2.15817 0.47843  0.62
10 O -2.95102 -2.29654 0.27170  -0.78
11 H -1.25659 -3.03200 0.97365  0.00

For the orbital gap, the calculation gives 0.295 Ha. The LUMO energy is 3.81 eV. The HOMO energy comes out at -4.21 eV. The calculation puts the energy relative to the best compared isomer or geometry (same formula, charge and spin) at 21.44 kcal per mole. As for the multiplicity: 1. As for the charge: -1.


# 4
Molecular formula: C16H37ClINO5
Method: DFT, the ωB97M-V functional and the def2-TZVPD basis

Last column: natural (NBO) charge in e.
CARTESIAN COORDINATES (ANGSTROEM)
1 C 2.11989 -0.40960 1.35999  -0.62
2 C 2.38048 0.37269 0.06983  -0.45
3 C 3.24159 1.62305 0.24748  0.00
4 Cl 3.29111 2.49323 -1.32010  -0.06
5 N 2.87473 2.58003 1.28628  -0.70
6 C 1.66337 3.29304 1.07234  0.91
7 O 1.59044 4.46414 0.87676  -0.55
8 O 0.59894 2.46144 1.08709  -0.54
9 C -0.69537 3.03532 0.82374  -0.07
10 C -1.53619 1.97831 0.14502  -0.46
11 C -1.54259 0.67892 0.94237  -0.50
12 I -3.34148 -0.43567 0.73996  0.07
13 H 1.21834 -1.01447 1.26409  0.22
14 H 2.94136 -1.08961 1.58706  0.21
15 H 1.96435 0.23447 2.22727  0.20
16 H 1.44498 0.63930 -0.42290  0.21
17 H 2.94041 -0.26229 -0.61734  0.24
18 H 4.27430 1.33348 0.43719  0.22
19 H 2.83754 2.09785 2.17785  0.39
20 H -0.57029 3.92073 0.20320  0.22
21 H -1.13135 3.34221 1.77829  0.18
22 H -2.54613 2.37423 0.03075  0.23
23 H -1.13802 1.79247 -0.85402  0.22
24 H -1.45193 0.85551 2.01031  0.22
25 H -0.74669 0.00674 0.63878  0.23
26 C -3.91679 -2.73853 -4.11533  -0.63
27 C -3.73594 -3.66513 -2.92347  0.10
28 C -5.06681 -4.15081 -2.37140  -0.63
29 O -2.96089 -3.04030 -1.90480  -0.72
30 H -4.48516 -1.85195 -3.81908  0.20
31 H -2.94903 -2.41150 -4.49489  0.22
32 H -4.46000 -3.23340 -4.92180  0.21
33 H -3.13811 -4.52769 -3.22744  0.17
34 H -5.66527 -3.30023 -2.03158  0.20
35 H -4.90796 -4.81639 -1.52335  0.22
36 H -5.63994 -4.68297 -3.13212  0.21
37 H -3.44552 -2.26510 -1.59269  0.46
38 C -1.52826 2.29493 5.88388  -0.63
39 C -2.07254 1.79896 4.55494  0.10
40 C -3.05366 2.77757 3.92944  -0.64
41 O -2.65742 0.50557 4.68677  -0.72
42 H -2.34513 2.42619 6.59937  0.20
43 H -0.82245 1.57655 6.29979  0.22
44 H -1.02441 3.25572 5.76929  0.21
45 H -1.23667 1.64381 3.86683  0.16
46 H -3.91462 2.92155 4.58812  0.21
47 H -3.41936 2.39429 2.97530  0.22
48 H -2.58983 3.75200 3.76564  0.21
49 H -3.39008 0.56888 5.31005  0.46
50 C 3.88074 -1.05750 -3.89943  -0.63
51 C 5.10730 -1.42274 -3.08036  0.10
52 C 5.70247 -2.75806 -3.49230  -0.63
53 O 4.80050 -1.41065 -1.68432  -0.72
54 H 3.10057 -1.81344 -3.76802  0.20
55 H 3.48245 -0.09415 -3.58048  0.22
56 H 4.11957 -1.00275 -4.96235  0.21
57 H 5.86039 -0.64001 -3.19153  0.18
58 H 4.96908 -3.55762 -3.35180  0.20
59 H 6.58048 -2.98937 -2.88988  0.22
60 H 5.99231 -2.74963 -4.54374  0.21
61 H 4.14815 -2.10167 -1.51856  0.46

For the orbital gap, the calculation gives 0.368 Ha. The LUMO energy is 0.50 eV. The HOMO energy comes out at -9.51 eV. As for the multiplicity: 1. As for the charge: 0. As for the SMILES: CC[C@@H](Cl)NC(=O)OCCCI.CC(C)O.CC(C)O.CC(C)O.


# 5
Molecular formula: C30H49BrCl2N2O6S
Method: DFT, the ωB97M-V functional and the def2-TZVPD basis

Last column: Mulliken charge in e.
CARTESIAN COORDINATES (ANGSTROEM)
1 C -1.52934 -2.93643 -1.81593  -0.84
2 C -1.27141 -1.31512 -1.77081  0.18
3 C -0.62013 -0.88491 -0.29114  -0.36
4 Br 0.55485 -2.32468 0.49271  -0.10
5 C 0.04964 0.61121 -0.28704  0.49
6 C -0.72763 1.80650 0.58483  -0.77
7 C -0.21395 3.35869 0.70112  0.54
8 N -0.89507 4.44797 1.51291  -0.51
9 S 0.16322 5.84135 1.24134  0.20
10 N 1.42540 5.25726 0.12925  -0.38
11 C 1.13790 3.79167 -0.11850  0.09
12 C 1.94185 2.65643 -1.01552  -0.73
13 C 1.41132 1.07250 -1.07861  0.26
14 C 2.29072 0.00067 -1.95243  0.39
15 Cl 4.11235 0.48753 -1.81055  -0.24
16 C 1.97225 0.03214 -3.58145  -0.07
17 C 1.64878 -1.50621 -4.09684  -0.62
18 Cl 0.65981 1.27319 -4.03529  -0.15
19 H -2.33916 -3.23874 -2.62223  0.35
20 H -0.53862 -3.52651 -2.03485  0.24
21 H -1.99632 -3.26104 -0.76798  0.13
22 H -2.35141 -0.80704 -1.79670  0.14
23 H -0.67029 -0.88359 -2.67727  0.01
24 H -1.56603 -0.82526 0.43496  0.27
25 H -1.72128 1.49898 1.14860  0.39
26 H 2.89574 3.04402 -1.59588  0.23
27 H 2.24359 -1.10763 -1.58078  0.15
28 H 2.94987 0.36433 -4.17994  0.40
29 H 1.14080 -2.08682 -3.18573  0.00
30 H 0.82561 -1.53764 -4.96048  0.28
31 H 2.61518 -2.11331 -4.39152  0.24
32 C -5.57902 -0.37386 1.69253  -1.15
33 C -4.41957 0.51508 2.05497  0.84
34 O -3.39755 0.54230 1.37130  -0.53
35 C -4.55896 1.36960 3.28646  -1.23
36 H -5.33729 -0.93215 0.78177  0.24
37 H -5.76766 -1.08611 2.49968  0.39
38 H -6.46819 0.23318 1.50498  0.29
39 H -4.70211 0.73506 4.16467  0.37
40 H -5.40272 2.05440 3.16995  0.33
41 H -3.64603 1.95856 3.42470  0.28
42 C -5.65849 2.05939 -1.89725  -0.89
43 C -6.58814 2.59282 -0.84031  0.83
44 O -6.25382 2.63398 0.34257  -0.53
45 C -7.94289 3.07404 -1.28671  -1.17
46 H -4.71790 1.74880 -1.42987  0.09
47 H -6.10964 1.19191 -2.38544  0.32
48 H -5.44328 2.84003 -2.63112  0.38
49 H -8.49588 2.25178 -1.74766  0.33
50 H -7.82950 3.89997 -1.99342  0.34
51 H -8.50564 3.43109 -0.41765  0.30
52 C -1.30754 -4.16870 3.34678  -0.76
53 C -2.44609 -4.62337 2.47335  0.83
54 O -2.66630 -4.09511 1.38472  -0.54
55 C -3.30493 -5.74960 2.98347  -1.21
56 H -0.77467 -3.35008 2.85128  -0.01
57 H -1.69422 -3.80641 4.30261  0.39
58 H -0.60944 -4.99413 3.50683  0.27
59 H -3.78066 -5.45777 3.92309  0.33
60 H -2.69582 -6.64556 3.12732  0.33
61 H -4.08649 -5.97130 2.24900  0.31
62 C 3.15481 -6.48247 4.08158  -1.10
63 C 2.82583 -5.06948 3.68015  0.75
64 O 1.66571 -4.71852 3.47130  -0.47
65 C 3.97139 -4.10231 3.54414  -1.05
66 H 2.23069 -7.06739 4.14047  0.26
67 H 3.81003 -6.93791 3.33482  0.33
68 H 3.63509 -6.48760 5.06321  0.34
69 H 4.66299 -4.45165 2.77340  0.32
70 H 4.48810 -4.00134 4.50188  0.33
71 H 3.58472 -3.12099 3.24931  0.25
72 C 6.46043 -2.69605 -2.19880  -0.90
73 C 6.14165 -3.48321 -3.44165  0.87
74 O 5.23944 -4.31898 -3.45443  -0.57
75 C 6.96956 -3.20816 -4.66848  -1.10
76 H 5.78316 -2.99969 -1.39337  0.23
77 H 7.48819 -2.89616 -1.88565  0.37
78 H 6.32138 -1.62892 -2.38898  0.18
79 H 8.02001 -3.43112 -4.46542  0.34
80 H 6.85319 -2.16378 -4.96877  0.30
81 H 6.62745 -3.84878 -5.48824  0.29
82 C 3.25317 8.35851 0.70471  -0.72
83 C 3.16478 9.67726 -0.01569  0.78
84 O 4.16773 10.22530 -0.47002  -0.57
85 C 1.80156 10.29964 -0.15877  -1.05
86 H 4.29745 8.02937 0.73214  0.29
87 H 2.89484 8.47102 1.73103  0.31
88 H 2.66308 7.60593 0.17585  0.09
89 H 1.37853 10.49870 0.82906  0.31
90 H 1.14672 9.63354 -0.72617  0.30
91 H 1.89052 11.24788 -0.69948  0.30

For the orbital gap, the calculation gives 0.243 Ha. The LUMO energy is -1.41 eV. The HOMO energy comes out at -8.01 eV. As for the multiplicity: 1. As for the charge: 0. As for the SMILES: CC[C@@H](Br)c1cc2nsnc2cc1[C@H](Cl)[C@@H](C)Cl.CC(C)=O.CC(C)=O.CC(C)=O.CC(C)=O.CC(C)=O.CC(C)=O.


# 6
Molecular formula: C4H10O2
Method: DFT, the ωB97M-V functional and the def2-TZVPD basis

Last column: natural (NBO) charge in e.
CARTESIAN COORDINATES (ANGSTROEM)
1 C 1.35830 -1.46138 -0.04812  -0.41
2 C 1.55779 -0.12343 0.14673  -0.19
3 C 2.46163 0.40888 1.16548  -0.24
4 C 2.84335 1.69624 1.21842  -0.37
5 H 0.95426 -2.06068 0.76615  0.21
6 H 1.39435 -1.78247 -1.07936  0.20
7 H 0.96530 0.65458 -0.33140  0.21
8 H 2.61950 -0.17615 2.07659  0.20
9 H 3.33457 2.14245 2.07223  0.20
10 H 2.71358 2.36332 0.37346  0.19
11 H -3.27224 1.68376 0.44409  0.48
12 H -3.60514 0.49968 -0.69015  0.51
13 O -3.15482 1.31166 -0.40722  -0.99
14 H -3.20769 -1.30313 -2.59067  0.49
15 H -3.56082 -2.38337 -1.44353  0.49
16 O -3.40191 -1.46998 -1.67271  -0.97

For the orbital gap, the calculation gives 0.300 Ha. The LUMO energy is 0.29 eV. The HOMO energy comes out at -7.88 eV. The calculation puts the energy relative to the best compared isomer or geometry (same formula, charge and spin) at 89.53 kcal per mole. As for the multiplicity: 1. As for the charge: 0. As for the SMILES: C=CC=C.O.O.